Entry 1:
ORCA calculation (ωB97M-V/def2-TZVPD) on a structure of composition C51H30BrCoF4N10O3S2Se in a non-equilibrium geometry.

Geometry as ORCA input:
```
! RIJCOSX wB97M-V def2-TZVPD def2/J DEFGRID3
* xyz -1 4
Br 4.2276 3.2902 0.4405
Se 0.5492 -3.8520 0.6441
Co -0.8796 -0.9719 1.7704
S -2.9302 -1.8097 2.0684
S -0.3609 -1.6023 3.8197
F 0.3471 2.0386 -0.5291
F 0.4394 2.0167 -5.9259
F 3.4888 -0.2166 -2.1661
F -1.9300 1.9393 -4.5701
O 1.3201 -0.7854 1.3232
O 0.6105 -1.6866 -1.0944
O -1.1778 1.0359 2.4712
N 0.5854 3.9517 2.8689
N 2.5510 -1.0469 -4.5350
N 3.3103 0.2107 -7.0439
N -0.4778 3.2270 2.3706
N 4.9597 -1.5259 -4.5198
N -1.3798 -0.3539 0.1726
N 0.4240 -1.0729 -3.9378
N -3.4049 -1.5354 9.1276
N -6.7326 -1.9358 6.8807
N -4.3545 1.6590 -2.4954
C -3.2585 -1.7375 6.5843
C 2.8006 2.3066 -1.7347
C 2.1039 -0.0575 -2.2191
C -4.4228 -1.8579 5.7876
C 0.4809 -8.5426 0.5133
C -0.7637 1.7033 -3.9430
C 2.6260 1.0162 0.4401
C 1.8280 -0.1173 0.2057
C 2.1648 -0.6252 -6.9879
C -0.1530 -6.4900 1.5879
C -0.0871 -1.1970 -7.6407
C 0.4797 -5.7578 0.5876
C -3.2720 1.4258 -2.1786
C -1.9025 -1.6977 4.5898
C 1.7717 1.4815 -2.4105
C -2.0108 -1.6815 5.9766
C 3.0817 2.0157 -0.4361
C -3.3564 -1.6372 7.9845
C 2.7248 3.5636 4.0470
C 1.8009 -1.0965 -5.7323
C 0.9161 1.8299 3.4216
C -3.5859 3.9788 0.5386
C -1.9705 1.1533 -1.7674
C -1.6999 3.8331 2.0141
C 3.1780 1.0671 -5.9939
C 1.1909 -0.7799 -7.9784
C -2.3563 3.4327 0.8594
C -3.0637 -1.8023 3.7937
C -2.2734 4.7904 2.8454
C 1.6678 1.2720 -3.9594
C -1.7352 0.3869 -0.6545
C -4.3100 -1.9042 4.4044
C 3.8503 -1.2360 -4.4879
C 0.4625 -1.2334 -5.3467
C 1.4471 3.0878 3.4602
C 0.4016 1.7313 -4.6022
C -0.3224 1.8979 2.7230
C 1.6528 -0.3592 -3.6516
C 1.5028 -0.6664 -1.0147
C -4.1595 4.9303 1.3661
C -0.1471 -7.8712 1.5503
C -0.7827 1.5212 -2.5000
C 2.3505 -1.3589 2.1181
C -5.6922 -1.9056 6.3947
C 0.3993 1.7199 -1.8517
C 2.7557 1.4285 -4.9125
C 1.1054 -7.8179 -0.4900
C 0.8956 5.2675 2.3817
C -0.5076 -1.3382 -6.3165
C -3.5027 5.3340 2.5178
C 1.1050 -6.4379 -0.4559
H -1.1226 -1.6020 6.5857
H -0.6416 -5.9692 2.3985
H 3.5771 0.5794 -7.9457
H -0.4322 -0.7283 -3.5237
H 1.9031 5.2907 1.9603
H -0.6286 -8.4327 2.3397
H -0.8200 -1.2924 -8.4256
H 3.2979 3.0975 -2.2725
H 0.1801 5.5382 1.6076
H -1.5537 -1.4445 -6.0802
H -3.9572 6.0635 3.1750
H 0.4867 -9.6239 0.4876
H -1.7700 5.0840 3.7558
H 2.8378 -0.6114 2.7523
H -5.1875 -2.0004 3.7825
H 3.0955 -1.8351 1.4764
H 1.3127 0.9356 3.8575
H 3.4137 3.8719 3.2594
H 1.8927 -2.1133 2.7530
H 3.1851 2.7635 4.6199
H 2.5504 4.4156 4.7026
H -5.1241 5.3507 1.1227
H -4.0952 3.6578 -0.3570
H 2.8614 1.1665 1.4830
H -1.9019 2.6874 0.2337
H 1.4106 -0.4903 -8.9943
H 0.6007 -2.1002 -1.9683
H 1.6042 -8.3349 -1.2989
H 0.8353 6.0080 3.1833
H 1.5962 -5.8743 -1.2378
*
```

Properties
**Gap between HOMO and LUMO (alpha / beta)**: 6.2 / 4.5 eV
**HOMO level (alpha / beta)**: -4.500 / -4.522 eV
**ΔE to the lowest compared entry with this formula, charge and spin**: 899.6 kJ/mol



Entry 2:
ORCA calculation (ωB97M-V/def2-TZVPD) on a structure of composition C51H33Cl4IrN7S in a non-equilibrium geometry.

Geometry as ORCA input:
```
! RIJCOSX wB97M-V def2-TZVPD def2/J DEFGRID3
* xyz 2 2
Ir 0.4228 0.0188 -0.2117
Cl 6.3487 -1.6061 6.9037
Cl -6.3712 3.6328 5.0905
Cl -0.6016 6.5443 -7.0461
Cl 4.3549 -6.1652 -5.6366
S 0.1174 -2.1788 0.1732
N 0.7306 0.2333 -2.2070
N -2.5879 0.0361 -0.9028
N -2.3908 -2.8544 -0.5165
N 2.3242 -0.7283 -0.0708
N -2.0705 -2.2529 1.6979
N -1.0456 1.8384 -0.4383
N 0.4124 0.4382 1.7703
C 0.8198 0.1875 4.0013
C -0.5724 5.3272 -5.8236
C 3.0147 -0.9759 1.0976
C 4.3317 0.1502 3.9530
C -1.5974 3.8632 0.3250
C 4.0983 -2.0913 -0.5432
C 2.6054 -4.9125 -4.0137
C 5.2155 -0.0743 4.9971
C -0.6382 1.0231 2.4896
C 0.5234 0.7040 -4.4381
C 2.9064 -1.4347 -1.0761
C 0.5044 4.3080 -3.9436
C 2.1606 -3.8291 -3.2734
C 3.7936 -4.8127 -4.7219
C 3.4908 -0.8670 3.5128
C -0.4694 2.3261 -2.7994
C 0.4844 5.2855 -4.9250
C -1.5813 3.4318 -4.7650
C 4.1821 -1.7876 0.7616
C 3.5389 -2.1134 4.1291
C 4.5393 -3.6428 -4.7032
C -1.4389 2.5418 0.6972
C -3.8466 1.5563 2.8231
C -3.8184 3.9226 4.2756
C -4.2247 -2.7694 1.0181
C -4.9777 1.9455 3.5216
C -1.4603 0.4344 -0.5568
C -3.6977 -3.0220 -0.2511
C 5.2479 -1.3206 5.6056
C -1.6078 -2.4407 0.4354
C 2.9088 -2.6561 -3.2296
C 2.5817 -0.6187 2.3529
C -2.6988 2.3430 2.8425
C -0.3963 0.7701 3.9013
C 1.3183 -0.0137 2.6542
C 4.4134 -2.3437 5.1793
C 4.0958 -2.5673 -3.9501
C -0.5270 3.3776 -3.8599
C 0.1786 1.1412 -3.1036
C -3.3693 -2.4032 2.0317
C -4.5420 -3.4882 -1.3801
C 1.4406 -0.6743 -2.9272
C -3.7530 -2.1792 3.4534
C -2.6913 3.5270 3.5721
C -0.9315 2.7192 -1.5207
C -1.2823 3.9751 -1.0389
C -1.5484 1.9164 1.9948
C -4.9583 3.1323 4.2408
C 2.4148 -1.5364 -2.3759
C -1.6072 4.4065 -5.7500
C 1.2470 -0.4343 -4.3331
H 1.2340 -3.8993 -2.7162
H -5.8766 1.3446 3.5060
H -2.4205 4.4524 -6.4605
H -3.8170 4.8390 4.8490
H -2.3864 2.7096 -4.7073
H -3.2424 0.7913 -1.1141
H -5.2786 -2.8935 1.2184
H -3.2353 -2.8919 4.0984
H 4.9294 -2.1121 1.4670
H 5.4524 -3.5763 -5.2781
H -5.5892 -3.5795 -1.1056
H 1.3642 -0.0622 4.8972
H -1.7960 4.1355 3.6131
H -3.4774 -1.1719 3.7721
H 1.3320 4.2644 -3.2458
H -1.8830 4.6676 0.9828
H -1.2903 4.8792 -1.6263
H 2.8919 -2.9127 3.7870
H 4.3048 1.1220 3.4751
H 2.0365 -5.8312 -4.0448
H 5.8799 0.7079 5.3364
H -1.3892 -2.0000 2.4063
H 4.7751 -2.6997 -1.1208
H -3.8629 0.6471 2.2314
H 4.6737 -1.6510 -3.9348
H -4.4312 -2.7924 -2.2131
H -4.1703 -4.4536 -1.7280
H -4.8231 -2.3112 3.5866
H 1.6771 -1.0242 -5.1255
H 0.2523 1.2283 -5.3398
H 4.4528 -3.3084 5.6656
H -1.0354 1.1121 4.6997
H 1.2849 6.0080 -5.0005
*
```

Properties
**Gap between HOMO and LUMO (alpha / beta)**: 5.6 / 4.5 eV
**HOMO level (alpha / beta)**: -12.456 / -12.484 eV